[1]
Formula: C6H13BrF3NO2PS
Source: the Open Molecules 2025 dataset
Level of theory: wB97M-V/def2-TZVPD

Cartesian coordinates (Å):
C: 1.138 -1.510 -1.026
C: 1.644 -0.496 -2.033
C: 0.772 0.723 -2.218
Br: 1.734 1.811 -3.693
P: 0.429 1.706 -0.773
N: 1.205 1.266 0.619
S: 0.992 3.885 -0.960
C: -1.396 1.541 -0.505
F: -1.749 2.037 0.689
F: -2.043 2.249 -1.466
F: -1.857 0.263 -0.598
H: 0.776 -1.091 -0.106
H: 1.949 -2.178 -0.791
H: 0.340 -2.100 -1.427
H: 1.679 -0.976 -2.996
H: 2.657 -0.202 -1.811
H: -0.188 0.449 -2.608
H: 1.824 0.480 0.506
H: 1.725 2.056 0.982
H: 2.297 4.032 -0.637
O: -0.838 -2.120 1.117
C: -1.175 -1.346 2.088
C: -2.314 -2.143 3.129
O: -2.650 -1.357 4.081
H: -1.723 -0.420 1.831
H: -0.375 -1.061 2.805
H: -1.750 -3.062 3.399
H: -3.101 -2.435 2.401

Maximum force   3.13 eV Å⁻¹
Net charge   -1
Highest occupied orbital energy   -1.6097 eV
DFT total energy   -110332.151 eV
Orbital gap   2.5 eV
2S+1   1

[2]
Formula: C8H11O
Source: the Open Molecules 2025 dataset
Level of theory: wB97M-V/def2-TZVPD

Cartesian coordinates (Å):
C: 1.757 -0.130 -1.204
C: -0.455 -0.868 -0.027
C: 1.168 -0.941 -0.023
C: 1.535 -0.130 1.171
C: 1.976 1.133 0.829
C: 1.952 1.126 -0.616
C: -0.886 0.473 -0.238
C: -3.361 0.329 0.278
O: -2.098 0.938 -0.255
H: 2.645 -0.808 -1.557
H: 1.164 -0.114 -2.132
H: -0.596 -1.567 -0.916
H: -0.918 -1.461 0.750
H: 1.427 -1.962 0.239
H: 1.231 -0.590 2.182
H: 2.076 1.923 1.550
H: 2.148 2.027 -1.224
H: -3.133 -0.688 0.590
H: -3.603 0.966 1.120
H: -4.030 0.346 -0.517

Maximum force   4.65 eV Å⁻¹
Net charge   +1
Highest occupied orbital energy (spin up / spin down)   -12.0407 / -12.0375 eV
DFT total energy   -10509.507 eV
Orbital gap (spin up / spin down)   6.5 / 6.5 eV
Energy relative to the best compared isomer or geometry (same formula, charge and spin)   47.5 kcal per mole
2S+1   1

[3]
Formula: H3NOP
Source: the Open Molecules 2025 dataset
Level of theory: wB97M-V/def2-TZVPD

Cartesian coordinates (Å):
N: -0.771 0.262 0.267
O: -1.432 -0.270 -0.773
P: 0.758 -0.052 -0.250
H: -0.553 1.674 0.284
H: 0.721 -1.391 -0.478
H: 1.277 -0.223 0.949

Maximum force   4.07 eV Å⁻¹
Net charge   -1
Highest occupied orbital energy (spin up / spin down)   -1.9257 / -1.9265 eV
DFT total energy   -12870.954 eV
Orbital gap (spin up / spin down)   7.2 / 7.2 eV
Energy relative to the best compared isomer or geometry (same formula, charge and spin)   118.3 kcal per mole
2S+1   1